1.
Entry from OMol25: the ion C5H10N3 with charge +1 at a distorted geometry (wB97M-V/def2-TZVPD).

Summary:
SMILES string   CN/C(C)=N\C=C=[NH2+]
Charge   +1
LUMO level   -4.3 eV
Energy above the lowest of the compared OMol25 structures with the same formula, charge and spin   395.1 kJ/mol
Total energy   -9807.65382 eV

Geometry as XYZ:
```
18
C5H10N3 wB97M-V/def2-TZVPD
C -0.4560 1.9848 -0.0223
N -0.3215 0.9984 -1.1396
C -0.4227 -0.3073 -1.0780
C -0.1381 -1.1134 -2.3433
N -0.7335 -1.0171 0.0090
C -0.6310 -0.8967 1.3342
C 0.4298 -0.5750 2.1003
N 1.5568 -0.6118 2.7065
H 0.2678 1.6508 0.6419
H -1.3867 1.7867 0.3637
H -0.2600 2.9293 -0.5335
H -0.2256 1.3288 -2.0095
H -1.0424 -1.6998 -2.7888
H 0.7530 -1.7379 -2.0922
H 0.0302 -0.2824 -3.0326
H -1.5082 -0.8989 1.8922
H 2.1860 -1.4967 2.5782
H 1.9020 -0.0420 3.4139
```

2.
Entry from OMol25: a structure of composition C25H23Br12IO4 (wB97M-V/def2-TZVPD).

Summary:
LUMO level   -0.6 eV
Energy above the lowest of the compared OMol25 structures with the same formula, charge and spin   0.0 kJ/mol
Total energy   -883097.29615 eV

Geometry as XYZ:
```
65
C25H23Br12IO4 wB97M-V/def2-TZVPD
C 5.7967 -0.0030 2.5581
C 4.6066 0.0970 1.6442
C 3.7948 1.2261 1.7362
C 2.6864 1.3627 0.9257
C 2.3770 0.3788 -0.0136
C 3.1846 -0.7385 -0.1099
C 4.2937 -0.9014 0.7146
C 5.0865 -2.1793 0.5599
C 6.5823 -1.9840 0.4813
O 7.1477 -1.1111 -0.0773
I 7.7391 -3.4983 1.5494
C 1.1573 0.5712 -0.8512
O 1.1121 0.2986 -2.0289
C 0.0107 1.1705 -0.1015
C -1.2917 0.7492 -0.3062
C -2.3125 1.3067 0.4650
C -3.7154 0.8013 0.2785
C -3.9305 -0.4612 1.1313
C -5.2907 -1.1301 0.8559
C -5.1323 -2.3942 -0.0038
O -6.0222 -2.3609 -1.1394
C -1.9999 2.2918 1.3946
C -0.6955 2.7261 1.5882
C 0.3206 2.1577 0.8399
C 1.7552 2.5299 1.0219
O 2.1226 3.6600 1.2425
H 6.6459 0.4977 2.0875
H 6.1152 -1.0310 2.7322
H 5.6160 0.4540 3.5282
H 4.0394 1.9839 2.4690
H 2.9147 -1.5014 -0.8306
H 4.7990 -2.6506 -0.3832
H 4.8451 -2.9019 1.3384
H -1.4821 -0.0170 -1.0452
H -3.8850 0.5642 -0.7757
H -4.4352 1.5644 0.5766
H -3.1081 -1.1524 0.9376
H -3.8500 -0.1499 2.1751
H -5.7797 -1.3917 1.7917
H -5.9390 -0.4554 0.3013
H -4.1144 -2.4772 -0.3914
H -5.3592 -3.3102 0.5410
H -5.4831 -2.1674 -1.9087
H -2.8179 2.7123 1.9673
H -0.4819 3.4796 2.3338
C -2.6621 2.2018 -4.2404
Br -3.9206 3.6106 -4.6046
Br -1.7423 2.4473 -2.5693
Br -3.5075 0.4720 -4.3087
H -1.9249 2.2246 -5.0291
C 11.0031 -3.5499 4.8223
Br 12.0465 -3.8804 6.4029
Br 10.4735 -5.1935 3.9721
Br 9.4916 -2.4214 5.1948
H 11.6354 -3.0198 4.1255
C -8.9269 0.7414 1.4339
Br -7.5065 1.6952 0.5444
Br -8.7124 -1.1664 1.3142
Br -9.1261 1.3248 3.2556
H -9.8428 0.9873 0.9176
C -2.8623 1.3123 -8.7082
Br -1.4715 0.8842 -7.4445
Br -4.6048 0.8381 -8.0535
Br -2.7829 3.1591 -9.2352
H -2.6792 0.7172 -9.5906
```